Here is a 13-piece molecular cluster, C68H162BN10O29 overall at a distorted geometry from OMol25. Energies are from ωB97M-V/def2-TZVPD.

Structure (XYZ):
```
270
Properties=species:S:1:pos:R:3:forces:R:3
O -4.0542 -2.1325 3.3709 0.3722 -0.2898 0.0713
O -3.5642 3.9300 6.2004 -0.0298 -0.0022 -0.3883
O 1.6882 -7.0180 7.4399 -0.0833 0.2696 0.0971
O -3.0774 -5.4627 0.5793 0.6235 -0.2300 -0.2176
O 3.7315 5.2892 -3.0876 0.2592 0.0469 0.0088
O 8.0884 2.9145 0.3328 0.3042 0.0330 0.5178
O -1.4127 5.9095 -0.8831 0.3147 0.4560 0.9171
O 0.7359 1.2589 1.4679 -0.3305 0.0501 0.0940
O 4.3360 -7.9318 -0.5300 -0.3504 0.1028 -0.3031
O 2.1178 -0.6537 1.9237 -0.2419 -0.1998 0.0849
O 3.2755 0.1390 -7.0681 -0.3520 -0.7855 0.4358
O -1.3912 3.6102 -5.9291 -0.2719 -0.3546 0.1749
O 0.2988 -2.9569 -6.4545 -0.1012 0.2836 0.2455
O 1.0698 3.2187 0.4209 -0.3285 0.1389 -0.1454
O -1.7739 -0.5682 -4.0521 -0.3978 -0.1988 0.1400
O 4.8418 1.8575 3.6165 0.1112 0.0141 -0.0911
O 1.7503 6.1733 -6.9575 0.1364 -0.1637 0.1752
O -0.4320 -2.7657 2.9022 -0.7617 -0.4824 -0.0471
O 1.2782 -0.1613 -0.3183 0.2987 0.3993 0.1580
O 0.2297 0.3142 6.9449 0.1131 0.3336 -0.5111
O -2.3670 1.7066 5.0640 -0.1357 0.0684 -0.4955
O -4.5522 5.4280 -1.9469 0.1951 -0.6781 0.0763
O 0.1995 -7.6903 2.0320 0.3884 -0.1340 0.4389
O 2.3600 -2.2217 3.5193 0.1125 -0.1280 0.2795
O 1.4253 1.4612 -1.8794 0.7859 0.0266 -0.6968
O 1.4825 9.3004 -3.6469 -0.2106 -0.0819 0.1219
O -0.1702 -1.0139 1.4886 0.1440 -0.0169 -0.3312
O -7.7251 -9.2119 1.4693 -0.5236 0.1513 -0.0936
O 3.1207 -3.1647 -1.8452 0.1362 -0.1340 0.0321
N 0.9414 -6.5413 4.5320 -0.0426 0.0784 0.0411
N 0.5318 0.0394 -5.7663 -0.0437 0.1194 -0.4947
N -5.6749 -6.9818 1.1241 -0.0481 0.2172 -0.6817
N -0.5464 7.5524 -2.9860 0.9194 -0.1075 0.0511
N -2.2872 4.5555 -3.3920 0.1400 -1.5780 -0.4642
N -5.2742 -4.1283 5.2016 -0.5258 0.5367 -0.1126
N 2.0812 4.2660 -4.8427 -0.1166 -0.3688 0.4338
N 2.4511 -5.4999 -0.2402 -0.0586 0.0171 -0.1845
N 5.4757 3.8545 1.6011 -0.3414 -0.3846 -0.1191
N -1.3536 2.5513 7.7955 -0.0511 0.0711 0.1189
C -0.2321 -6.3935 2.4313 -0.1903 -0.1225 -0.2023
C -3.0714 4.2883 7.4672 0.1033 0.3655 0.5950
C 2.4955 -7.2543 6.3280 1.1844 -0.9642 -0.1849
C 0.4803 -0.6422 -7.0669 -0.1390 0.6062 0.4740
C 4.1437 3.5485 2.1164 -0.0085 0.4980 0.7770
C 1.8222 0.1305 -5.1108 0.0875 -0.9441 0.1482
C 1.0468 -3.8869 -5.7118 0.4848 0.4905 -0.2312
C -5.4385 -5.8598 0.2191 -0.3052 -0.0514 -0.5866
C -0.8044 -8.4260 1.4073 -0.2893 -0.1403 -0.4094
C 1.9045 3.9008 -6.2157 0.4619 0.2622 -0.8478
C 3.7653 -1.9197 -1.7787 0.3729 0.5006 0.2733
C 4.1281 5.9627 -1.9273 0.4018 -0.0887 0.5494
C 3.9358 2.1148 2.5602 -0.0893 0.0438 -0.1979
C 0.8219 -5.7691 3.2971 0.2442 0.4052 0.1048
C 2.2063 -6.3011 5.2096 -0.2605 0.1381 -0.3463
C 4.6894 0.5450 4.1016 0.0983 -0.1489 0.2852
C -0.8681 2.9762 -4.7735 0.1447 -0.4128 1.0306
C -3.6521 -0.9289 2.7498 -0.2996 0.0049 0.4920
C -2.1361 2.5918 2.7952 0.9943 -0.5851 -0.6628
C 7.0581 3.6521 -0.2453 -0.9377 0.2813 -1.5380
C -1.5166 0.3413 -1.8154 -0.3082 0.5651 0.4700
C 2.9418 3.3185 -4.1255 -0.0862 0.8788 -0.4825
C -3.1678 3.6126 -2.6904 -0.1818 0.2454 -0.2207
C -3.9529 5.0394 5.4079 -0.2640 -0.3433 0.5462
C 5.0975 -9.0365 -0.1571 0.7155 -0.0443 -0.2265
C 1.3316 1.0912 -0.7505 -1.1408 -0.2172 0.4235
C 1.2346 7.0861 -7.8907 0.1278 -0.2324 -0.3733
C 1.0990 4.8985 -7.0022 -0.1500 0.8398 -0.1635
C 2.6892 9.9734 -3.8583 -0.1671 0.3141 -0.5621
C 3.1063 -7.8535 0.1592 -0.1718 -0.1651 0.2678
C -7.3210 -3.8571 3.8188 -0.2663 0.2725 -0.6631
C 2.8901 0.8463 -5.8893 -0.0737 0.3374 -0.8754
C 1.8499 -7.9743 8.4528 -0.5142 0.6613 0.4179
C 0.4147 6.7680 -2.2026 0.4635 0.2267 0.6448
C 2.1571 -6.9102 -0.5213 -0.3390 0.6107 -0.4724
C -4.0436 -5.8373 -0.3693 0.2619 0.1661 0.2582
C -1.8373 5.3608 0.3487 -0.4657 -0.4220 -0.3367
C -2.6456 3.0440 8.2264 -0.3318 0.2053 -0.5075
C -0.8495 1.5349 8.6939 0.1476 -0.2463 0.0627
C 1.7007 -1.6439 2.7139 0.2364 0.0549 -0.5091
C 0.9934 2.0240 0.4269 0.9613 -0.1006 0.3638
C -5.8025 -3.6796 3.8919 -0.2379 -1.0571 0.2952
C -1.2648 2.8044 -7.0721 -0.4707 0.0122 -0.6781
C -0.1210 7.6461 -4.3713 -0.1695 0.2386 -0.6453
C 0.4385 0.9318 8.1814 0.3409 -0.1230 0.9987
C -8.4656 -10.2632 2.0388 0.0488 -0.0886 0.1143
C 0.2176 -1.9264 2.3762 0.7239 0.8062 0.2721
C 1.2442 8.2936 -4.6156 0.0587 0.1115 0.2936
C -4.5831 4.1462 -2.5561 0.1877 0.4220 -0.1535
C -5.7572 5.7964 -1.3506 -0.0099 0.1823 0.4718
C 9.3678 3.3677 -0.0367 -0.1433 0.0155 0.0622
C 3.3610 3.9619 -2.8071 -0.7472 -1.0123 -0.5869
C -7.3741 -8.1933 2.3852 0.1691 -0.0124 0.3729
C 4.2547 0.8024 -7.7872 0.4877 0.4068 -0.6014
C -0.9465 3.9410 -3.5987 0.0554 1.0106 -0.5867
C -1.4629 1.8727 3.9466 -0.1917 0.0861 1.2958
C 5.7210 3.2102 0.3165 1.0401 -0.1389 0.4320
C -5.4269 -2.2543 3.5705 -0.1949 0.0691 0.2400
C 1.4404 0.1219 6.2325 -0.0779 -0.4169 0.4048
C -0.2156 -1.5967 -2.6233 -0.3861 0.0109 0.0316
C -1.5548 -0.9089 -2.6746 -0.0669 0.5599 0.2478
C -0.2970 2.7083 4.4594 0.6669 -0.2152 -0.0512
C 1.1097 -2.0148 -7.1296 0.0262 0.0009 -0.8693
C -0.0985 6.4056 -0.8066 0.5103 -0.2412 -0.7837
C 1.9619 -3.2189 -1.0358 -0.3747 0.4185 0.2606
C -7.0346 -6.9359 1.6152 -0.3455 -0.1637 0.6284
C -3.0158 -4.0704 0.8307 -0.2402 -0.1195 0.0471
C 1.4958 -4.6412 -0.9334 0.0342 -0.5329 -0.1513
B 0.9834 -0.1552 1.1365 0.0138 -0.0942 0.1297
H -1.5580 5.9095 1.2591 0.1890 0.2944 -0.3001
H -0.5646 3.4564 -2.6984 -0.0794 0.0515 0.1006
H 2.6479 10.5551 -4.7954 -0.0186 0.0189 0.1112
H 4.6019 -9.9995 -0.3370 -0.2655 0.1172 0.1486
H -1.5018 1.7541 -6.8813 0.1636 0.0072 0.1795
H -2.9279 5.3346 0.2890 0.0234 -0.1107 0.0920
H -5.1456 3.4373 -1.9305 -0.1159 0.0887 -0.1147
H 0.7948 0.2062 8.9378 -0.1219 -0.1179 -0.2095
H 1.3204 7.3743 -2.0236 0.0436 -0.1598 -0.0007
H -1.1608 0.8472 3.7320 0.1152 0.1204 -0.4068
H -1.1956 -7.8758 0.5390 -0.0778 -0.1093 0.0066
H -7.8537 -3.1950 4.5066 0.0657 -0.0034 0.0362
H -1.4615 4.3363 0.4655 0.0408 0.0840 0.0125
H -3.9719 -5.1541 -1.2273 -0.3082 0.0211 0.0002
H 1.6029 8.0811 -7.6517 0.0720 -0.0160 0.0615
H -2.4661 0.8827 -1.7344 -0.0658 -0.1682 -0.4752
H -4.4775 4.6321 4.5478 0.1231 0.0945 -0.1666
H 1.7172 -3.3541 -5.0252 -0.0954 -0.1707 0.2252
H -1.3738 2.7302 2.0216 0.0400 0.2988 0.1390
H -0.8929 8.1944 -4.9208 0.0312 0.1062 0.0833
H -7.1586 -6.0815 2.2840 0.2836 0.0153 0.0419
H 1.1892 -2.3132 -8.1887 -0.0127 0.0123 0.0719
H 2.4696 -8.3208 6.0279 -0.6017 0.1623 -0.2104
H -2.3701 -1.5410 -2.2982 0.1689 -0.2572 -0.2517
H 2.8040 10.6666 -3.0291 0.2995 -0.0557 0.0526
H 0.0153 -1.9242 -1.6114 -1.0504 0.3587 -0.2846
H 3.0267 -6.3324 4.4706 0.1594 -0.0342 0.2646
H 2.9112 1.9594 2.9214 -0.0416 0.0412 -0.1558
H 0.5834 -0.8901 -2.8513 -0.0366 0.0251 -0.2333
H -3.8502 4.8137 8.0440 -0.1225 -0.1129 -0.1650
H 3.5435 9.2945 -3.9748 -0.0154 -0.0593 0.3549
H -2.8903 2.0072 2.2667 -0.4750 0.1601 0.5235
H -7.6759 -3.6494 2.7996 -0.0069 0.1700 0.1309
H 2.4895 1.8095 -6.2496 0.6027 -0.8480 0.5004
H -0.7011 3.6334 4.8825 0.1656 0.1539 -0.2278
H 0.5778 5.6296 -0.4209 -0.0120 0.0605 0.1784
H -5.3728 -4.3462 3.1341 0.1546 0.1411 0.0058
H 1.0207 4.5490 -8.0440 0.0902 0.1157 0.0434
H 1.6954 0.6742 -4.1719 -0.1278 -0.1147 -0.0446
H -1.6502 -8.6641 2.0655 0.0477 0.1812 0.1021
H -6.5165 -8.5355 2.9798 0.0625 0.1842 -0.0109
H 2.5114 5.1788 -4.7644 -0.0824 0.0855 -0.2150
H 2.2177 -5.3028 5.6606 -0.1381 0.0678 -0.2490
H -9.3441 -9.9270 2.6083 0.1559 0.2649 -0.0410
H -8.1769 -7.9745 3.1044 -0.2173 -0.1897 -0.2629
H 0.9435 0.0297 -7.7914 0.0757 -0.2715 -0.1924
H 1.6937 -4.4614 -6.3863 -0.1454 -0.3568 0.1410
H 0.3483 -4.5070 -5.1607 0.0627 -0.2036 0.0031
H 4.1033 1.8890 -7.7341 0.1976 -0.0241 -0.0143
H -6.1472 -5.9010 -0.6310 -0.0184 0.1706 0.1251
H -2.7090 2.5930 5.2796 -0.1558 -0.2692 0.0386
H -1.9803 3.1657 -7.8190 0.0446 0.0836 0.1061
H 1.2816 -8.8762 8.2060 0.4312 -0.2956 0.0138
H 5.1234 5.6267 -1.6010 -0.0720 -0.0390 0.0226
H -6.3952 6.3796 -2.0225 -0.0578 -0.0179 -0.0428
H -6.3222 4.9344 -0.9750 -0.0242 -0.0427 -0.1019
H -2.2369 4.9971 7.3761 0.1063 -0.1646 -0.0674
H 1.3975 -7.5407 9.3487 -0.0530 -0.0913 -0.0402
H -7.8385 -10.8553 2.7181 -0.0876 -0.1220 -0.1098
H 2.6382 -8.8455 0.2382 0.0992 -0.0295 -0.1800
H 1.1512 -7.1715 -0.1810 0.0504 0.3385 0.2939
H -0.2728 4.7624 -3.8550 -0.0330 -0.2098 0.2234
H -7.8246 -6.7983 0.8557 0.2499 -0.1063 -0.2297
H -8.8440 -10.8698 1.2179 0.2005 -0.1640 0.0371
H -3.4386 2.2955 8.0615 -0.0319 0.0072 0.2424
H 2.1398 -1.9691 -6.7665 -0.1315 -0.1824 0.2907
H 9.5862 3.1335 -1.0861 -0.0269 0.1054 -0.0133
H 4.9322 3.4559 -0.3909 -0.1282 0.0299 0.1150
H 7.0259 3.4799 -1.3411 0.1792 -0.1965 0.1199
H 5.4061 0.3878 4.9082 0.0782 0.1135 -0.0636
H -5.5850 -7.8254 0.5606 0.1005 -0.0496 0.2013
H 9.4391 4.4490 0.1277 0.1608 -0.0207 -0.0849
H -0.7620 1.0316 -2.2021 -0.2210 -0.0952 0.0396
H -1.4095 2.0571 -4.5050 -0.1752 -0.0160 -0.5139
H -3.8519 -3.7795 1.4715 0.2303 0.2562 0.1008
H 4.6574 -1.9653 -2.4033 -0.1226 -0.0402 -0.1294
H 5.9780 -9.0220 -0.8032 0.0784 -0.0174 0.1672
H -4.6596 5.6410 5.9910 0.0769 0.2201 -0.1609
H 5.8271 2.1176 0.4043 -0.4149 -0.0194 -0.1527
H 5.2739 0.5479 -7.4669 -0.0558 0.1551 0.2902
H -3.0878 5.6368 5.1109 -0.0320 0.0707 -0.0631
H 1.9712 1.0671 6.0763 0.0381 -0.0080 0.1124
H -5.6275 -4.9259 0.7542 -0.0133 -0.0047 0.0165
H 1.2309 -0.3253 5.2629 -0.2138 -0.0010 0.0646
H -0.1392 -0.3869 -5.1418 -0.0619 0.1196 0.0454
H 3.4239 5.7591 -1.1125 -0.0179 0.1977 0.0433
H 2.9039 -8.1384 8.7015 0.0148 -0.3611 -0.2565
H -5.4873 -3.3848 5.8688 0.2786 -0.0595 -0.0051
H -6.0072 -1.9578 2.6819 0.1465 0.1570 0.0059
H 1.3393 -5.0042 -1.9684 -0.0544 0.0779 0.0316
H 1.4518 2.9108 -6.3476 -0.4648 0.6660 0.3616
H -2.5848 -0.8052 2.9120 0.0694 -0.2508 -0.2452
H 3.8127 3.0837 -4.7668 0.0759 0.0640 0.3853
H -5.0794 4.2450 -3.5345 0.0301 -0.2220 0.0132
H -5.8766 -4.8897 5.5053 0.2774 -0.1583 0.0033
H 4.1149 1.4194 1.7262 -0.0744 -0.1006 0.1268
H 2.1487 -2.7491 -0.0602 0.2467 -0.3251 0.1224
H -0.4037 8.4937 -2.6210 -0.5219 0.0057 -0.0458
H 0.0203 7.2954 -0.1646 -0.5129 -0.1234 0.1410
H -2.8147 3.3972 -1.6784 0.3399 0.1999 -0.0698
H 2.0622 -0.5830 6.8005 0.2297 0.1436 -0.1887
H 4.1982 7.0328 -2.1101 -0.2120 0.0223 -0.1716
H 4.0206 4.1594 3.0186 -0.1260 0.0387 -0.0882
H 3.3755 3.8750 1.4136 0.0286 -0.1731 -0.1212
H -5.4921 6.3999 -0.4789 -0.1905 0.1932 -0.0904
H 5.4247 -8.9706 0.8874 -0.0635 -0.1158 0.0381
H 3.6884 0.3928 4.5225 -0.0250 -0.0773 -0.1980
H 2.1867 -0.8739 -4.8255 0.2480 0.1451 0.0355
H -1.4681 2.1440 6.8667 0.1379 -0.0810 0.1072
H 0.5225 -4.7196 -0.4371 0.0289 0.2314 0.0613
H -3.2261 2.6493 -3.2247 -0.1137 -0.1016 0.1689
H -2.6372 3.3031 9.2872 0.1930 -0.1051 0.0482
H -3.0562 -3.4774 -0.0903 -0.0399 -0.1060 -0.2060
H -0.6369 1.9877 9.6691 0.0044 0.0379 -0.0275
H 4.8760 -0.1965 3.3192 -0.1406 -0.0325 -0.0104
H 1.2649 8.7630 -5.6060 0.1049 -0.2123 -0.0828
H 3.3471 -5.2703 -0.6670 0.0883 -0.2083 0.2329
H 3.5708 -7.1638 6.5812 -0.1710 0.3797 0.2407
H 2.8835 3.7670 -6.7288 -0.0458 0.2751 0.0060
H -0.1842 -2.4402 -3.3153 0.0785 -0.0305 0.0542
H 4.1592 3.3499 -2.3651 0.1599 0.3283 0.0165
H -1.5616 0.7140 8.8904 -0.0727 0.0746 -0.1768
H 0.8646 -7.5181 4.2654 0.2160 -0.0193 0.1435
H 2.0310 7.5334 -4.5455 0.1239 0.0879 -0.1076
H 0.7901 5.8830 -2.7182 -0.4750 -0.0130 -0.2029
H -0.0488 6.6732 -4.8659 -0.2574 -0.1773 0.3161
H 3.7739 1.0337 -5.2674 -0.0884 -0.1373 0.0222
H -0.3706 -9.3695 1.0729 0.0446 0.0354 -0.0506
H -1.2942 0.1097 -0.7678 0.2238 -0.2350 -0.1704
H 2.3783 2.3997 -3.9662 0.2259 0.1582 0.3108
H 1.1610 -2.6227 -1.4800 1.1226 -0.6831 0.2238
H 0.1720 2.6713 -4.9421 -0.2789 0.0665 0.1837
H -2.0664 -3.8524 1.3151 -0.1382 -0.0534 0.2476
H -0.2701 2.8775 -7.5295 -0.0911 -0.2276 0.2048
H -3.8986 -0.9830 1.6818 0.0855 0.3224 0.0119
H -0.5780 -0.7238 -7.3348 0.0404 -0.0552 0.0094
H -2.6386 4.5353 -4.3534 -0.2080 0.6249 0.1750
H 6.1242 3.4603 2.2788 0.1309 0.1690 -0.1014
H 0.4521 2.9009 3.6869 -0.2712 0.2979 -0.1632
H -1.1570 -6.4920 3.0134 -0.0512 0.0920 -0.0773
H 2.4942 3.9118 -2.1333 0.1156 0.2612 0.1309
H 1.5946 6.8166 -8.8947 -0.1771 0.1011 -0.0308
H 4.1020 -1.6677 -0.7597 -0.1328 -0.2528 -0.0028
H -2.4461 3.5763 3.1473 -0.3847 -0.0272 -0.2292
H 1.2366 1.6896 8.1699 -0.2011 0.1477 -0.4887
H -2.7052 -0.3689 -4.1867 0.0297 0.0874 0.0212
H 7.1603 4.7453 -0.1715 0.2854 -0.0972 0.5332
H -7.6437 -4.8833 4.0026 0.2281 -0.0204 0.3164
H -0.4486 -5.8131 1.5265 0.0229 0.1716 0.1279
H -3.7747 -6.8294 -0.7475 0.0173 -0.0345 0.1637
H 3.1330 -1.0776 -2.0898 -0.0986 -0.2013 -0.2047
H 1.7901 -5.6724 2.7723 -0.1490 -0.3167 -0.1663
H -5.7452 -1.6284 4.4255 -0.0622 0.1571 -0.2122
H 10.0904 2.8557 0.5947 0.0289 -0.0005 0.0075
H 0.2692 2.2292 5.2622 -0.4332 -0.1637 0.0225
H 4.2009 0.5157 -8.8407 -0.1958 -0.0805 0.0464
H 0.0839 5.0419 -6.6101 0.2189 -0.2691 -0.0048
H -4.1251 -0.0719 3.2479 -0.1220 0.0271 -0.2742
H 3.2675 -7.5086 1.1892 -0.0032 0.0290 -0.0231
H 2.0992 -7.0270 -1.6212 0.3781 -0.5114 0.1725
H 0.5291 -4.7358 3.4966 -0.1018 -0.1329 0.2285
H 0.1373 7.1160 -7.9081 0.0270 -0.0838 0.1269
```
Forces are in eV/Å.

Molecular weight   1594.90 g mol⁻¹
HOMO level   -6.241 eV
Total charge   -1
Frontier orbital gap   0.3022 Eh
E_LUMO   2.0 eV
Strongest force on any atom   1.82 eV/A